{
  "formula": "C6H11ClN",
  "method": "ωB97M-V/def2-TZVPD",
  "elements": ["C", "C", "C", "C", "C", "C", "N", "Cl", "H", "H", "H", "H", "H", "H", "H", "H", "H", "H", "H"],
  "xyz": [[2.960, 0.688, -0.230], [-2.997, -0.937, -0.252], [1.698, 1.174, -0.190], [-1.577, -0.596, 0.416], [0.712, 0.072, 0.297], [-0.656, 0.312, -0.353], [4.000, 0.031, 0.005], [5.476, -0.526, 0.394], [-3.751, -0.087, -0.442], [-2.919, -1.352, -1.162], [-3.571, -1.625, 0.315], [1.444, 1.463, -1.139], [1.576, 2.144, 0.430], [-0.960, -1.375, 0.724], [-1.705, -0.111, 1.408], [0.981, -0.889, 0.131], [0.742, 0.223, 1.333], [-0.755, 1.423, -0.332], [-0.701, -0.035, -1.354]],
  "multiplicity": 3,
  "homo_ev": [-11.70, -14.65],
  "e_tot_ha": -749.571877,
  "lumo_ev": [-4.8, -9.5],
  "gap_ev": [6.9, 5.1],
  "s2": 2.010,
  "largest_force_ha_per_bohr": 0.149,
  "total_charge": 1
}